No. 1
108
Properties=species:S:1:pos:R:3:forces:R:3 method="wB97M-V/def2-TZVPD" spin_multiplicity=2 s_squared=0.7544 relative_energy_kj_mol=90.6 e_lumo_ev="-2.21 / -7.94" orbital_gap_ev="8.89 / 3.17" energy_ev=-62093.8960 homo_energy_ev="-11.10 / -11.10" charge=+1
N 0.8722 0.1918 -0.4874 -1.16 -0.17 -1.56
N -1.0687 -3.3007 -2.5394 -2.00 5.35 1.16
H -1.0450 -3.3469 1.3576 -0.58 -0.68 0.04
H -1.6671 -2.0252 4.8356 0.38 0.23 -0.12
N -5.1423 -1.8923 -3.2217 -2.32 3.09 3.50
H 1.5198 -0.4783 -0.0980 0.59 0.39 0.69
H -6.8223 -1.5043 0.1041 -0.29 0.30 -0.05
N 2.0586 6.7400 -0.7400 1.38 2.70 1.23
C -0.5622 -4.3869 -2.9494 1.08 -3.31 0.03
H 0.4586 -3.0346 1.3406 0.56 0.04 0.30
H -1.8528 1.8433 0.8720 0.80 0.30 0.74
H 3.4257 5.2759 -1.9738 -0.03 -0.44 -0.01
H -1.6492 0.1867 -3.9182 -0.60 -0.08 0.24
H -1.0591 2.6070 -0.5013 -0.11 0.04 -0.25
C -1.1385 1.6791 0.0651 0.28 -0.52 -0.88
H 1.2734 -2.0921 3.9457 0.29 -0.78 -0.27
N 5.6756 0.9550 1.3290 -0.81 -1.20 1.70
C 1.6733 0.2191 4.5916 -1.57 0.15 -0.41
H 2.3243 1.8639 1.0866 -0.14 -0.55 -0.26
N -0.2672 -3.2803 1.9985 -0.27 -0.45 -0.72
H -3.1830 -0.8908 -0.6039 -0.06 0.66 -0.39
C -2.3245 -0.4149 -0.1301 0.15 -0.56 1.36
H -6.0766 -2.2757 -3.2324 0.50 -0.43 -0.76
O -1.8396 0.7352 -0.7523 0.18 0.38 -1.60
H 8.6505 2.7963 2.5944 0.88 -0.27 0.29
C 5.9939 1.3225 0.0250 1.86 1.68 -2.62
C -7.0506 0.6923 0.5218 -1.18 -0.97 -0.83
H 8.0640 0.5929 0.0255 0.32 0.07 -0.23
H 2.9474 -2.3533 -2.0393 -0.14 -0.05 0.33
H 2.4225 3.8731 -1.9583 -0.33 0.61 0.04
O 0.4377 5.2684 -1.1351 -0.06 -0.29 0.36
H -1.1528 -1.4611 2.2086 -0.20 0.70 0.52
N 2.5420 4.8503 -1.7330 2.87 -1.84 -1.54
H -1.4256 -2.7257 -3.2891 -0.46 0.48 0.61
H -6.6630 1.2147 -1.4218 0.14 0.22 -0.10
H 0.2882 -6.0447 -2.0350 -0.26 0.29 -0.48
C 2.9482 -3.0122 -0.1370 -2.60 0.30 3.20
O -2.9525 -1.6201 -3.7853 -0.44 0.74 -0.36
H 0.0845 0.6739 1.4030 0.29 -0.30 0.30
C 8.5629 1.9184 1.9544 0.55 1.58 0.02
H -8.2131 -0.1187 2.1811 -0.23 -0.05 -0.05
O 0.4786 -0.3070 3.9317 0.82 2.21 0.81
H 8.0122 1.1990 2.5605 -0.93 -0.14 -0.77
H -0.3321 -4.8727 -0.9882 0.12 -0.09 -0.22
H 1.5425 2.7786 -0.2361 0.18 -0.13 -0.16
N -1.0424 0.8116 -3.4068 -1.35 -0.15 -0.91
C -0.5977 -2.1453 2.8505 1.07 -0.16 -0.20
N -0.2428 -5.1905 -1.9427 1.29 -2.42 2.69
H 3.6279 -4.0450 1.4896 -0.06 0.24 -0.19
H 0.1674 -0.4726 -0.7738 -0.47 -0.06 -0.36
H 7.7559 2.0135 -1.1149 0.02 -0.66 -0.27
H -1.2003 -3.1158 -1.5552 -0.17 0.29 -0.53
H 3.0535 6.6392 -0.5988 -0.15 1.30 0.90
C 1.6213 5.6090 -1.1764 -4.27 -2.65 -1.11
H 0.8991 1.3258 -2.1376 0.26 -0.95 0.82
H 1.4161 -1.2833 2.3819 -0.12 -0.06 -0.46
C 7.5725 1.5506 -0.1453 -1.70 0.59 0.17
C -6.2517 -0.6366 0.4351 -0.49 0.84 1.75
N -4.3275 -3.1719 -4.6863 0.73 -2.23 -2.58
H -2.5635 -0.1609 0.9026 -0.40 -0.10 0.15
H -2.4836 -2.8967 3.5998 -0.37 0.70 -0.59
H -5.1319 -1.1290 -2.5603 0.42 -0.02 -0.16
C -8.3706 0.5535 1.3376 1.84 0.72 0.28
H 9.4902 1.4132 1.6841 0.33 0.31 0.27
H 5.9711 1.5956 2.0518 0.03 0.27 -0.19
H -5.2020 -3.6465 -4.5127 0.59 -0.36 -0.71
N 3.8675 -3.5733 0.6292 1.20 -1.75 2.28
H 5.6791 3.2764 -1.1936 0.52 -0.71 -0.56
H 5.5062 3.2876 0.4624 -0.21 0.24 0.23
H -1.5889 -1.2144 -0.0416 0.48 -0.08 -0.13
H 1.0553 2.9799 1.3875 -0.27 -0.02 0.14
C 0.2793 1.1473 0.4407 0.80 0.10 2.23
H -4.6028 0.8504 1.9145 -0.76 0.07 -0.86
C 5.3169 2.6352 -0.3901 -0.22 1.42 0.79
C -5.0980 0.0155 2.4103 1.20 -0.33 2.41
C 1.3750 2.2139 0.6810 -1.15 0.87 0.11
C 0.7502 -1.4624 3.2260 -0.95 -1.13 1.12
H 1.8059 1.8869 -3.5258 0.21 0.36 0.58
H 1.3835 1.1110 5.1473 -0.34 -0.29 0.25
H -6.4339 1.5205 0.8708 0.28 -0.50 0.92
H 4.3239 -3.1382 -1.4032 -0.01 0.57 -0.89
C -4.0643 -2.1549 -3.9276 1.10 0.17 1.01
H -8.4378 1.5674 1.7319 -1.00 -0.07 0.24
N -7.4576 1.1075 -0.8077 -0.14 -0.53 -1.07
H 4.2340 2.6347 -0.5147 -0.17 -0.57 0.15
H -1.0305 0.9528 -2.4068 -1.34 -0.64 0.51
C 0.0105 1.3634 -3.9519 -2.16 -2.46 6.82
H -9.2147 0.2680 0.7098 0.18 0.03 0.10
O -5.8138 -0.9803 1.7898 -0.58 -0.42 -3.49
H 5.6318 0.5406 -0.6426 0.44 -0.30 -0.16
H -7.9435 1.9924 -0.7770 -0.06 0.06 -0.03
N 0.9262 1.6329 -3.0994 3.91 2.42 0.08
O 1.7899 -2.7635 0.2117 0.08 -0.10 -0.43
H -5.7365 0.3370 3.2331 0.33 0.77 0.14
O 8.0490 2.5558 0.7601 -0.83 -2.21 0.70
H 2.4012 0.6205 3.8865 0.28 -0.60 -0.34
O 0.2035 1.4667 -5.1083 0.86 0.84 -8.20
H -1.3422 -3.6891 4.3241 1.42 0.10 0.11
H -3.5625 -3.5071 -5.2543 -0.46 -0.55 -0.02
O -0.4636 -4.6836 -4.1010 0.55 -0.68 -3.07
H 4.6708 0.8638 1.3763 -0.13 -0.12 0.46
H -4.2428 -0.5030 2.8436 0.19 0.01 0.53
H 4.8168 -3.6609 0.2955 -0.26 -0.11 0.40
C -1.4857 -2.6670 3.9735 -1.18 -0.16 0.41
H 1.4036 7.1391 -0.0828 0.63 0.55 0.12
H 2.0591 -0.5468 5.2644 0.32 0.09 -0.08
N 3.4851 -2.6055 -1.2224 2.15 1.12 -5.18
H -5.4349 -0.4741 -0.2682 0.59 -0.13 0.10

No. 2
98
Properties=species:S:1:pos:R:3:forces:R:3 method="wB97M-V/def2-TZVPD" spin_multiplicity=1 relative_energy_kj_mol=185.2 e_lumo_ev=0.41 smiles=COC[C@H](C)N.COC[C@H](C)N.COC[C@H](C)N.COC[C@H](C)N.CO.CO.CO.CO.CO orbital_gap_ev=9.17 energy_ev=-47197.4492 homo_energy_ev=-8.76
H 8.8534 1.6844 -4.6484 -0.13 0.32 0.22
H -5.3494 5.7665 2.6079 -0.11 -0.05 -0.07
H 2.6656 -1.7288 4.5415 0.81 0.06 -0.33
H -5.6139 -3.3162 0.9038 -0.14 -0.09 0.00
C -3.2416 7.5554 3.0489 -0.06 0.22 0.12
H 5.1983 1.5882 -4.5523 0.55 -0.10 -0.37
H -4.1349 1.4913 3.4017 -0.07 -0.29 -0.13
H -3.5691 -8.1546 -2.2166 0.12 0.56 0.14
H -4.7396 -8.9463 -1.2223 -0.24 0.34 0.31
H 3.8508 -2.3323 1.5290 0.16 -0.36 -0.04
H 3.7707 -4.1262 -0.2347 -0.05 -0.15 0.39
C -0.5014 -1.3814 0.3313 -0.39 -0.06 0.87
O 4.7987 1.6676 -2.6497 0.28 -0.34 0.04
H 0.0964 -2.1824 -2.4535 -0.42 -0.38 0.62
C -3.8403 -7.1924 -0.1933 -0.17 0.42 -0.15
H 5.2971 -3.8343 0.7502 -0.21 -0.50 -0.05
O -1.8424 -1.5204 -0.0942 0.21 0.13 -0.32
H -3.4061 1.5782 -4.0385 -0.04 0.01 0.04
H -3.0557 -9.0232 -0.7845 -0.12 -0.16 -0.24
H 4.3746 1.7370 -0.6827 -0.09 -0.05 -0.19
H 2.6901 4.0461 2.2112 -0.27 0.10 -0.29
H 8.0643 0.2939 -4.5921 -0.25 -0.01 0.06
H -2.2255 0.4762 -0.7011 0.02 -0.12 -0.20
O -2.2269 2.1595 3.4304 -0.02 -0.71 0.15
C -2.9861 5.5290 1.6520 -0.84 -0.06 -0.91
H -2.8207 -6.8370 -0.0201 0.10 -0.14 -0.14
H 2.8291 -1.6015 2.7756 -0.49 0.28 -0.13
H -1.6988 0.2896 -4.3935 0.20 -0.10 0.06
H 5.7376 0.1209 -3.6871 -0.04 -0.07 -0.04
C 5.7058 1.2167 -3.6630 -0.70 0.42 0.62
H -3.1576 0.8275 4.7264 -0.22 0.17 -0.01
C -3.1552 1.0976 3.6630 0.06 0.25 0.71
H 7.5110 1.3745 -2.5332 -0.03 -0.07 0.03
H -2.9663 3.1868 -0.6322 -0.13 0.16 -0.08
H 1.3642 -2.2435 3.7142 -0.08 -0.38 -1.20
H 6.4492 3.5952 -2.6055 -0.20 -0.07 -0.20
C -1.5299 1.0742 -3.6611 -0.70 1.90 -0.01
H 4.8854 0.1648 -1.1967 0.71 -0.17 -0.06
C -3.7798 6.8118 1.8179 0.00 0.07 0.89
C 5.0929 1.2287 -1.3386 -0.96 1.00 0.28
H 0.0005 -0.0615 -1.2968 0.07 0.30 0.33
H -3.6904 7.4825 0.9631 0.18 -0.23 -0.21
O 3.0869 -3.4842 3.4811 -0.11 0.00 -0.27
H 3.3987 2.5291 2.6873 -0.17 -0.10 0.07
H 2.9539 -3.9720 4.2972 -0.02 -0.02 -0.01
H -2.9311 0.1565 3.1515 0.04 0.27 -0.44
H -2.1536 7.6430 3.0981 0.00 0.08 -0.36
N -5.2089 6.5859 2.0303 0.01 0.29 0.04
H 8.0876 3.7004 -3.0633 0.26 -0.23 -0.43
H -0.2425 -2.3966 0.6527 0.34 0.03 -0.25
H -0.4352 -0.7935 1.2590 -0.12 0.34 -0.22
N 1.6856 -0.3561 -0.0382 -0.68 0.15 0.34
C 2.6935 2.9856 1.9783 0.40 -0.82 -0.07
H -3.1392 2.8756 1.1214 -0.06 -0.16 -0.13
C 7.1208 1.7613 -3.4833 0.32 0.17 0.10
H 2.1981 -1.1921 0.2293 0.46 0.30 -0.03
C 2.4535 -2.2214 3.5761 -0.27 0.27 2.02
H -3.9928 -5.4272 -1.4704 -0.07 -0.49 -0.33
C 7.1373 3.2782 -3.3943 -0.44 0.09 0.49
H 1.3869 1.5524 1.7274 0.12 -0.07 -0.21
H 2.2492 0.1577 -0.7040 0.17 -0.14 0.00
O 1.3888 2.4520 2.0743 -0.25 0.22 0.42
H -3.5817 -0.7045 -0.5309 -0.08 0.40 -0.20
H -1.1322 0.7108 -2.7191 -0.11 -0.27 -0.08
H 1.1853 -2.8573 -1.1456 -0.26 -0.16 -0.08
H -1.9341 5.7594 1.4652 0.17 -0.15 0.38
H -1.4652 1.9463 3.9787 0.22 0.31 -0.25
H -1.7204 3.6756 0.5488 0.05 0.25 -0.21
H -5.7145 -3.6393 -0.8461 -0.14 -0.31 0.03
H 6.8048 3.7151 -4.3352 0.14 0.11 -0.03
C -2.6393 -0.3493 -0.1183 -0.10 -0.35 0.30
H 3.0879 2.7689 0.9814 0.14 0.49 -0.05
N -4.3149 -7.6597 1.1245 -0.83 0.42 -0.45
H -0.8877 1.8810 -4.0275 0.63 -0.75 -0.27
C 4.5572 -3.4316 0.0593 0.52 0.69 -0.15
N 7.9185 1.2976 -4.6099 0.24 -0.34 -0.50
O -2.7425 1.8300 -3.3932 -0.04 -0.77 0.20
H -4.7006 -6.8237 1.5682 0.38 -0.14 0.29
H -2.8423 0.0298 0.8890 0.16 -0.04 0.07
H 1.6827 -1.6723 -2.3392 0.17 0.19 0.40
H -5.7106 6.4693 1.1628 0.09 -0.26 -0.06
H 5.0960 -3.1685 -0.8530 -0.04 0.05 0.01
C 0.4765 -0.8462 -0.7105 0.15 -0.85 -0.49
H -4.1892 -3.1446 -0.1045 -0.02 0.02 -0.12
H -3.6943 8.5466 3.0513 0.14 0.05 0.15
O -3.4886 4.8052 0.5345 0.29 0.36 -0.28
O -4.7252 -5.0616 0.3688 -0.45 -0.50 0.24
H -3.5218 7.0730 3.9890 -0.22 -0.17 -0.16
C -2.7973 3.5903 0.3634 0.00 -0.49 0.61
C -3.8258 -8.3478 -1.1742 0.69 -0.93 0.14
H 6.0468 1.6339 -0.9965 0.31 -0.73 0.02
O 4.0593 -2.2079 0.5994 -0.22 0.04 -0.22
C -5.0947 -3.7454 0.0483 0.56 0.52 -0.01
H -3.1612 4.9161 2.5447 0.51 0.03 0.21
C -4.5898 -5.9667 -0.7223 0.13 0.63 0.39
C 0.8502 -1.9726 -1.6877 0.33 0.50 -1.00
H -5.1548 -8.2221 0.9776 0.22 -0.15 -0.05
H -5.5781 -6.2249 -1.1283 0.03 0.02 -0.03